1.
{
  "formula": "C29H23FN6NaO2S2",
  "method": "wB97M-V/def2-TZVPD",
  "symbols": ["Na", "C", "N", "C", "C", "N", "C", "C", "C", "C", "C", "C", "N", "C", "N", "C", "C", "C", "C", "C", "C", "N", "H", "H", "H", "H", "H", "H", "H", "H", "H", "H", "H", "H", "H", "H", "H", "O", "S", "O", "N", "C", "S", "C", "C", "C", "C", "C", "C", "H", "H", "H", "H", "F", "C", "C", "C", "C", "C", "C", "H", "H", "H", "H"],
  "coordinates": [[-0.8453, 0.5187, -0.1306], [-1.5638, 0.9935, 3.2512], [-1.4792, -0.1759, 2.4164], [-0.5980, -1.2325, 2.8540], [-0.2027, -2.0756, 1.6785], [-0.6393, -1.8926, 0.4622], [-0.0085, -2.8709, -0.2986], [-0.0762, -3.1146, -1.6673], [0.6737, -4.1653, -2.1640], [1.4736, -4.9556, -1.3246], [1.5580, -4.7135, 0.0346], [0.8069, -3.6540, 0.5282], [0.6506, -3.1317, 1.7990], [-1.9875, 2.1690, 2.4235], [-2.2121, 2.1286, 1.1433], [-2.5154, 3.4345, 0.7780], [-2.7931, 3.9587, -0.4808], [-3.0449, 5.3159, -0.5623], [-3.0180, 6.1361, 0.5751], [-2.7327, 5.6277, 1.8305], [-2.4802, 4.2638, 1.9044], [-2.1540, 3.4192, 2.9531], [-0.5628, 1.2054, 3.6369], [-2.2409, 0.8939, 4.1155], [-2.3814, -0.5147, 2.1132], [-1.0240, -1.8868, 3.6301], [0.3046, -0.7869, 3.2810], [-0.6747, -2.4794, -2.3083], [0.6503, -4.3805, -3.2249], [2.0467, -5.7679, -1.7547], [2.1912, -5.3104, 0.6784], [1.3073, -3.2339, 2.5704], [-2.7806, 3.3157, -1.3526], [-3.2566, 5.7605, -1.5260], [-3.2152, 7.1951, 0.4670], [-2.6994, 6.2669, 2.7036], [-1.9281, 3.6883, 3.8937], [2.8628, -2.7065, 3.5353], [3.5858, -1.5590, 3.0032], [4.8998, -1.3510, 3.5456], [2.6659, -0.2234, 3.0936], [2.3226, 0.2246, 1.8966], [1.3928, 1.5885, 1.6025], [2.8387, -0.6233, 0.7646], [2.6158, -0.4898, -0.5956], [3.1962, -1.4194, -1.4500], [3.9939, -2.4485, -0.9579], [4.2135, -2.5874, 0.4079], [3.6119, -1.6656, 1.2385], [1.9965, 0.3141, -0.9741], [3.0153, -1.3456, -2.5146], [4.4303, -3.1616, -1.6456], [4.8186, -3.3923, 0.8049], [-1.7762, 1.2138, -6.6896], [-1.5493, 1.0902, -5.3430], [-0.6815, 1.9630, -4.7247], [-0.4660, 1.8162, -3.3521], [-1.0753, 0.8344, -2.5472], [-1.9450, -0.0052, -3.2699], [-2.1955, 0.0973, -4.6410], [-0.1899, 2.7333, -5.3087], [0.2262, 2.5256, -2.8991], [-2.4810, -0.8000, -2.7483], [-2.8752, -0.5711, -5.1583]],
  "forces_ev_per_a": [[0.00, -0.01, 0.04], [-0.03, 0.01, 0.03], [0.02, -0.01, -0.03], [0.01, -0.02, 0.02], [0.02, 0.02, 0.02], [-0.01, 0.03, -0.09], [-0.04, 0.00, 0.06], [0.02, -0.02, 0.00], [0.00, 0.01, 0.00], [0.00, 0.00, -0.01], [0.02, 0.00, 0.00], [0.01, 0.00, -0.03], [-0.05, 0.01, 0.01], [0.01, -0.02, -0.02], [0.00, 0.03, 0.01], [-0.01, 0.00, 0.01], [0.00, 0.00, 0.00], [0.00, 0.00, 0.00], [0.00, 0.00, 0.00], [0.00, 0.00, -0.01], [0.01, 0.00, 0.01], [-0.01, 0.01, 0.00], [0.01, 0.01, -0.01], [0.00, -0.01, 0.00], [0.00, 0.00, 0.00], [-0.01, 0.00, 0.00], [0.00, 0.00, -0.01], [0.00, 0.00, -0.01], [0.00, 0.00, 0.00], [0.00, 0.00, 0.00], [0.00, 0.00, 0.01], [0.02, -0.03, 0.00], [0.00, 0.00, 0.00], [0.00, 0.00, 0.00], [0.00, 0.00, 0.00], [0.00, 0.00, 0.00], [0.00, 0.00, 0.00], [0.00, 0.02, 0.02], [0.00, -0.05, 0.00], [0.01, 0.01, -0.02], [-0.03, 0.03, 0.00], [0.03, -0.03, -0.02], [-0.01, 0.02, -0.01], [0.00, 0.00, 0.01], [-0.01, 0.01, 0.03], [0.00, -0.01, 0.00], [0.00, 0.00, 0.00], [-0.01, 0.02, -0.01], [0.04, 0.00, 0.00], [0.00, 0.00, -0.01], [0.00, 0.00, 0.00], [0.00, 0.00, 0.00], [0.00, 0.00, 0.00], [0.00, 0.00, 0.01], [0.00, 0.00, -0.01], [0.00, 0.00, 0.00], [0.01, 0.01, -0.01], [0.01, -0.03, 0.02], [-0.01, 0.00, -0.02], [0.01, 0.01, 0.00], [0.00, 0.00, 0.00], [0.00, 0.00, 0.01], [0.00, 0.00, 0.00], [0.00, 0.00, 0.00]],
  "de_lowest_ev": 0.0000,
  "homo_energy_ev": -4.25,
  "charge": -1
}


2.
{
  "formula": "C8H22MgN5O11",
  "method": "wB97M-V/def2-TZVPD",
  "symbols": ["Mg", "N", "O", "O", "O", "N", "O", "O", "O", "N", "O", "O", "O", "C", "C", "C", "O", "C", "N", "H", "H", "H", "H", "H", "H", "H", "H", "H", "H", "H", "C", "C", "C", "O", "C", "N", "H", "H", "H", "H", "H", "H", "H", "H", "H", "H", "H"],
  "coordinates": [[0.7645, -0.8352, -0.5261], [1.7453, -0.4082, -3.5201], [1.0279, -0.2642, -4.4288], [1.3114, -0.8581, -2.4272], [2.8871, -0.0498, -3.6094], [2.5966, -3.5039, -0.0330], [2.1077, -2.4172, -0.2290], [3.7590, -3.7175, 0.1233], [1.8524, -4.4783, 0.0566], [-1.4586, -3.1991, -1.2523], [-1.2335, -4.3788, -1.5540], [-0.5396, -2.4375, -0.9789], [-2.5903, -2.7861, -1.1658], [3.0912, 0.9717, 2.4118], [2.2532, -0.0907, 1.7032], [0.8684, -0.3991, 2.2862], [0.0152, -1.0420, 1.2725], [-1.2655, -1.3160, 1.7511], [2.0748, 0.3542, 0.3178], [4.0320, 1.1314, 1.8850], [3.4184, 0.7573, 3.4292], [2.7070, 1.9898, 2.4745], [2.7173, -1.0763, 1.7394], [0.4818, 0.5533, 2.6489], [0.8100, -1.1180, 3.1035], [-1.6580, -0.3549, 2.0834], [-1.2014, -1.8831, 2.6798], [-1.9209, -1.7276, 0.9835], [2.0983, 1.3638, 0.3387], [3.0004, 0.0636, 0.0368], [-0.3521, 2.4831, -2.0852], [-0.9414, 1.8972, -0.8240], [-2.3334, 2.2597, -0.6072], [-2.9603, 1.3731, 0.3997], [-4.2372, 1.6761, 0.7717], [-0.7492, 0.4513, -0.8678], [-0.8198, 2.1306, -3.0046], [0.6025, 1.9656, -2.1799], [-0.2653, 3.5681, -2.0282], [-0.4665, 2.2650, 0.0855], [-2.9329, 2.2289, -1.5170], [-2.2846, 3.3083, -0.3135], [-4.2746, 2.7610, 0.8705], [-4.3179, 1.2445, 1.7694], [-4.8810, 1.2047, 0.0292], [-0.9877, 0.1322, -1.7958], [-1.5508, 0.2073, -0.3039]],
  "forces_ev_per_a": [[-0.85, -1.75, -2.39], [1.49, 0.82, 1.32], [-4.07, -0.07, -3.50], [-0.64, -0.84, 1.69], [3.21, 0.34, 0.85], [-0.28, -0.29, 0.21], [0.04, 1.21, -0.14], [1.79, 0.14, 0.09], [-1.34, -1.32, -0.08], [-0.65, -1.66, -0.11], [0.53, 0.23, 0.03], [2.17, 1.17, 0.35], [-1.80, 0.55, -0.03], [0.81, 0.03, 0.86], [-1.00, -0.33, 1.57], [-0.89, -0.06, 0.01], [2.14, 0.71, 0.97], [-0.84, 0.96, 1.15], [1.95, -0.08, 0.90], [0.08, -0.38, -0.31], [-0.29, -0.44, 0.08], [-0.86, -0.14, -0.24], [0.70, 0.30, -0.46], [-0.84, 0.06, -0.19], [0.74, 0.23, 0.33], [-0.56, 0.16, -0.14], [-0.09, -0.68, -0.24], [0.38, -0.24, 0.07], [-0.24, 0.22, -0.37], [0.27, 0.40, -1.54], [0.69, -0.28, 0.22], [1.39, -0.47, -0.30], [-2.79, -0.09, 0.53], [4.10, 0.65, -1.55], [-0.25, 0.29, 0.40], [-1.44, 0.74, 0.02], [-0.70, 0.31, 0.14], [0.59, 0.66, 0.04], [0.15, -0.12, -0.33], [0.77, 0.03, -0.03], [-0.14, -0.25, -0.21], [-0.64, 0.17, 0.52], [-0.94, 0.12, -0.12], [-0.69, -0.08, -0.07], [-0.83, 0.47, 0.31], [-0.16, -0.18, -0.55], [-0.17, -1.24, 0.26]],
  "de_lowest_ev": 0.5952,
  "s2": 0.756,
  "homo_energy_ev": [-8.64, -8.54],
  "charge": 0,
  "spin_multiplicity": 2
}


3.
{
  "formula": "C3H4N2O2",
  "method": "wB97M-V/def2-TZVPD",
  "symbols": ["N", "N", "O", "C", "C", "C", "O", "H", "H", "H", "H"],
  "coordinates": [[-1.8989, -0.6773, 0.0518], [-0.6386, -0.4878, -0.3462], [0.3988, -1.3659, -0.1029], [1.4796, -0.5352, 0.0939], [1.4121, 0.6673, -0.2287], [-0.0108, 0.9639, -0.2491], [-0.6507, 1.9354, 0.0533], [-2.5129, -0.6898, -0.6153], [-2.2003, -0.0912, 0.8208], [2.4343, -1.0491, 0.6157], [2.1873, 1.3296, -0.0932]],
  "forces_ev_per_a": [[3.72, -0.88, 5.66], [0.85, 5.55, -2.32], [0.93, -0.01, 1.97], [3.29, -8.71, 2.29], [-2.44, 4.56, -1.10], [-1.56, -2.13, 0.72], [0.08, -0.57, -0.91], [-3.96, -0.17, -4.94], [0.29, -0.03, 0.18], [-2.46, 0.83, -1.78], [1.26, 1.57, 0.21]],
  "de_lowest_ev": 5.6140,
  "homo_energy_ev": -9.13,
  "charge": 0,
  "smiles": "Nn1occc1=O"
}